[1]
Here is a gas-phase ion, C5H10N3 (charge +1) from the Open Molecules 2025 dataset. Energies are from ωB97M-V/def2-TZVPD.

Charge: +1
Strongest force on any atom (eV/Å): 3.96
ΔE to the lowest compared entry with this formula, charge and spin (kcal per mole): 127.3
HOMO-LUMO gap (alpha / beta) (eV): 8.35 / 8.35
E_tot (eV): -9806.22643
E_LUMO (alpha / beta) (Eh): -0.166 / -0.166
Highest occupied orbital energy (alpha / beta) (eV): -12.871 / -12.871

Cartesian coordinates (Å):
1 C 1.61 -0.44 -0.61
2 C -0.76 -0.31 -0.86
3 C -2.88 -1.45 0.02
4 C 2.92 1.11 0.83
5 C -2.23 -0.30 -0.84
6 N 0.37 -0.68 -1.01
7 N 0.64 1.11 0.67
8 N 1.74 0.64 0.19
9 H 2.32 -1.02 -1.03
10 H -2.78 -2.42 -0.46
11 H -3.86 -1.15 -0.14
12 H -2.54 -1.16 1.01
13 H 2.79 2.04 1.30
14 H 3.32 0.53 1.75
15 H 3.67 1.32 0.02
16 H -2.31 0.72 -0.50
17 H -2.78 -0.33 -1.74
18 H 0.77 1.79 1.41

=====

[2]
Here is 2 unconnected molecules or ions with the total composition C5H10N3 from the Open Molecules 2025 dataset. Energies are from ωB97M-V/def2-TZVPD.

Charge: +1
Strongest force on any atom (eV/Å): 3.41
ΔE to the lowest compared entry with this formula, charge and spin (kcal per mole): 149.7
HOMO-LUMO gap (alpha / beta) (eV): 8.90 / 8.40
E_tot (eV): -9805.25800
E_LUMO (alpha / beta) (Eh): -0.189 / -0.158
Highest occupied orbital energy (alpha / beta) (eV): -14.056 / -12.696

Cartesian coordinates (Å):
1 C -0.71 0.73 -1.87
2 C -0.69 1.42 0.27
3 C 1.02 -0.40 1.25
4 C 0.21 -0.18 -1.34
5 C 0.32 0.24 0.15
6 N -1.20 1.59 -1.03
7 N -1.84 -1.41 -0.12
8 N 1.79 0.67 0.54
9 H -0.94 0.92 -2.88
10 H -1.70 1.30 0.95
11 H -0.38 2.33 0.79
12 H 0.66 -0.24 2.24
13 H 1.52 -1.39 1.22
14 H 0.74 -1.01 -1.84
15 H -2.81 -1.07 -0.07
16 H -1.70 -2.23 -0.81
17 H 2.01 1.51 1.11
18 H 2.56 0.54 -0.12

=====

[3]
Here is a gas-phase ion, C5H10N3 (charge +1) from the Open Molecules 2025 dataset. Energies are from ωB97M-V/def2-TZVPD.

Charge: +1
Strongest force on any atom (eV/Å): 1.75
ΔE to the lowest compared entry with this formula, charge and spin (kcal per mole): 113.1
HOMO-LUMO gap (eV): 9.60
E_tot (eV): -9806.84361
E_LUMO (Eh): -0.177
Highest occupied orbital energy (eV): -14.412

Cartesian coordinates (Å):
1 C 1.91 0.40 1.32
2 C 1.98 0.09 0.04
3 C 1.81 0.71 2.55
4 C -2.58 0.27 0.12
5 C -1.52 -0.47 -0.69
6 N 0.82 -0.24 -0.68
7 N -0.26 -0.22 -0.09
8 N 1.00 -0.53 -1.98
9 H 1.89 -0.02 3.35
10 H 2.91 0.08 -0.51
11 H 1.65 1.73 2.87
12 H -2.46 1.35 0.01
13 H -2.48 0.01 1.17
14 H -3.57 0.00 -0.22
15 H -1.57 -0.17 -1.74
16 H -1.72 -1.54 -0.63
17 H 0.25 -0.93 -2.52
18 H 1.93 -0.52 -2.36

=====

[4]
Here is a molecular structure, C5H10N3 from the Open Molecules 2025 dataset. Energies are from ωB97M-V/def2-TZVPD.

Charge: +1
Strongest force on any atom (eV/Å): 7.96
ΔE to the lowest compared entry with this formula, charge and spin (kcal per mole): 280.7
HOMO-LUMO gap (eV): 4.32
E_tot (eV): -9799.57613
E_LUMO (Eh): -0.323
Highest occupied orbital energy (eV): -13.113

Cartesian coordinates (Å):
1 C -1.29 -1.37 -0.57
2 C -0.02 -0.69 -0.77
3 C -0.01 0.55 -0.10
4 C 1.18 1.33 -0.36
5 N 2.21 0.69 -0.89
6 C 2.55 0.01 0.17
7 N 1.92 -1.02 0.90
8 N -2.60 0.88 0.45
9 H -1.34 -1.69 0.50
10 H -1.49 -2.23 -1.26
11 H 0.82 -1.04 -1.27
12 H -1.07 0.90 0.36
13 H 1.18 2.48 -0.29
14 H 3.56 0.32 0.45
15 H 2.31 -1.13 1.94
16 H -2.64 0.99 1.42
17 H -3.25 1.56 0.09
18 H -2.02 -0.55 -0.77

=====

[5]
Here is 2 unconnected molecules or ions with the total composition C5H10N3O from the Open Molecules 2025 dataset. Energies are from ωB97M-V/def2-TZVPD.

Charge: +1
Strongest force on any atom (eV/Å): 3.23
ΔE to the lowest compared entry with this formula, charge and spin (kcal per mole): 131.9
HOMO-LUMO gap (eV): 9.10
E_tot (eV): -11853.06073
E_LUMO (Eh): -0.205
Highest occupied orbital energy (eV): -14.683

Cartesian coordinates (Å):
1 C 1.93 -1.77 -2.46
2 C -0.59 -0.01 1.87
3 C 0.29 1.96 0.68
4 C -1.73 0.74 -0.22
5 C -0.67 0.92 0.82
6 N 2.27 -1.08 -3.32
7 N 1.24 -2.54 -1.55
8 N 0.85 -2.02 -0.38
9 O 0.90 -0.79 -0.43
10 H 0.43 -0.38 2.05
11 H -0.97 0.44 2.85
12 H -1.31 -0.80 1.68
13 H 1.09 2.07 1.42
14 H 0.02 3.00 0.38
15 H 0.68 1.62 -0.37
16 H -2.78 0.96 0.19
17 H -1.56 1.50 -0.97
18 H -1.42 -0.25 -0.62
19 H 1.34 -3.58 -1.66

=====

[6]
Here is a gas-phase ion, C5H10N3O (charge +1) from the Open Molecules 2025 dataset. Energies are from ωB97M-V/def2-TZVPD.

Charge: +1
Strongest force on any atom (eV/Å): 5.01
ΔE to the lowest compared entry with this formula, charge and spin (kcal per mole): 76.0
HOMO-LUMO gap (eV): 9.10
E_tot (eV): -11855.48266
E_LUMO (Eh): -0.148
Highest occupied orbital energy (eV): -13.134

Cartesian coordinates (Å):
1 C 1.56 1.34 -0.01
2 C 3.90 -1.30 -0.09
3 C -2.29 -0.47 0.57
4 C 2.67 -0.70 -0.03
5 C -0.81 1.34 -0.10
6 N 2.57 0.65 0.00
7 N -2.00 0.92 0.27
8 N -3.23 -1.01 -0.41
9 O 0.21 0.71 0.19
10 H 1.64 2.47 0.13
11 H 4.86 -0.72 0.19
12 H 4.10 -2.32 -0.27
13 H -1.37 -1.04 0.66
14 H -2.97 -0.50 1.47
15 H 1.80 -1.29 -0.03
16 H -0.72 2.35 -0.60
17 H -2.77 1.32 -0.07
18 H -4.19 -0.62 -0.49
19 H -3.00 -1.12 -1.38

=====

[7]
Here is a molecular structure, C5H10N3O3S from the Open Molecules 2025 dataset. Energies are from ωB97M-V/def2-TZVPD.

Charge: +1
Strongest force on any atom (eV/Å): 4.42
ΔE to the lowest compared entry with this formula, charge and spin (kcal per mole): 75.7
HOMO-LUMO gap (eV): 9.17
E_tot (eV): -26784.87834
E_LUMO (Eh): -0.141
Highest occupied orbital energy (eV): -13.005

Cartesian coordinates (Å):
1 C -0.57 0.03 -1.33
2 C 1.26 -1.17 0.50
3 C -2.01 0.56 0.50
4 C -0.97 1.62 0.74
5 C 0.82 0.12 0.09
6 N -1.70 -0.25 -0.63
7 N 2.27 -1.80 -0.07
8 N 0.23 0.90 1.13
9 O 0.52 -1.79 1.35
10 O -0.36 1.14 -2.02
11 O 1.69 -0.36 -2.70
12 S 0.30 -0.18 -2.86
13 H -2.08 0.00 1.40
14 H -3.01 1.02 0.23
15 H -0.72 2.36 -0.07
16 H -1.30 2.12 1.53
17 H 1.80 0.55 -0.18
18 H -2.16 -1.21 -0.49
19 H 2.84 -1.26 -0.73
20 H 2.49 -2.77 0.09
21 H 0.77 1.52 1.64
22 H -0.11 -1.17 1.90

=====

[8]
Here is 2 unconnected molecules or ions with the total composition C5H10N3O3S from the Open Molecules 2025 dataset. Energies are from ωB97M-V/def2-TZVPD.

Charge: +1
Strongest force on any atom (eV/Å): 3.99
ΔE to the lowest compared entry with this formula, charge and spin (kcal per mole): 103.3
HOMO-LUMO gap (eV): 8.34
E_tot (eV): -26783.68225
E_LUMO (Eh): -0.154
Highest occupied orbital energy (eV): -12.541

Cartesian coordinates (Å):
1 C 3.32 1.44 -0.12
2 C 3.21 0.25 -0.14
3 C 0.11 -1.43 0.11
4 C -0.64 -2.04 1.00
5 C -0.55 0.90 -0.03
6 N 0.39 -0.01 -0.01
7 N 1.00 -2.08 -0.77
8 N -0.33 2.16 -0.27
9 O -2.82 0.09 1.26
10 O -2.86 1.90 -0.23
11 O -2.70 -0.34 -1.16
12 S -2.35 0.55 -0.14
13 H 3.32 2.44 0.10
14 H 3.14 -0.72 -0.50
15 H -0.82 -3.06 0.95
16 H -1.05 -1.41 1.76
17 H 1.50 0.19 0.17
18 H 0.87 -2.99 -1.00
19 H 1.60 -1.67 -1.58
20 H -1.23 2.60 -0.55
21 H 0.52 2.70 -0.33
22 H -3.65 0.54 1.49

=====

What did the fifth record say?
Here is 2 unconnected molecules or ions with the total composition C5H10N3O from the Open Molecules 2025 dataset. Energies are from ωB97M-V/def2-TZVPD.

Charge: +1
Strongest force on any atom (eV/Å): 3.23
ΔE to the lowest compared entry with this formula, charge and spin (kcal per mole): 131.9
HOMO-LUMO gap (eV): 9.10
E_tot (eV): -11853.06073
E_LUMO (Eh): -0.205
Highest occupied orbital energy (eV): -14.683

Cartesian coordinates (Å):
1 C 1.93 -1.77 -2.46
2 C -0.59 -0.01 1.87
3 C 0.29 1.96 0.68
4 C -1.73 0.74 -0.22
5 C -0.67 0.92 0.82
6 N 2.27 -1.08 -3.32
7 N 1.24 -2.54 -1.55
8 N 0.85 -2.02 -0.38
9 O 0.90 -0.79 -0.43
10 H 0.43 -0.38 2.05
11 H -0.97 0.44 2.85
12 H -1.31 -0.80 1.68
13 H 1.09 2.07 1.42
14 H 0.02 3.00 0.38
15 H 0.68 1.62 -0.37
16 H -2.78 0.96 0.19
17 H -1.56 1.50 -0.97
18 H -1.42 -0.25 -0.62
19 H 1.34 -3.58 -1.66

=====

Q: Among the records above, which one has the lowest ΔE to the lowest compared entry with this formula, charge and spin?
A: number 7

=====

Q: Look up the E_tot of the sixth one.
A: -11855.48266 eV